(P)
17
Properties=species:S:1:pos:R:3:mulliken_charge:R:1 method="wB97M-V/def2-TZVPD" lumo_energy_ev=-3.385 total_charge=+1 homo_lumo_gap_ev=11.0
C -0.0922 -1.6212 -0.0439 0.06
C -0.8703 -0.5634 0.6902 -0.44
C -0.9871 0.6166 -0.1833 -0.84
C 1.4221 -0.0680 -1.0072 0.15
N 0.8829 -1.3012 -0.8033 -0.39
N 0.3477 1.1492 -0.5037 -0.19
O 2.4113 -0.2801 1.1568 -0.28
O 2.5245 0.0382 -0.2618 -0.25
H -0.1276 -2.7530 0.1068 0.39
H -1.7913 -1.1438 1.1178 0.34
H -0.2843 -0.2504 1.5086 0.29
H -1.4470 0.3479 -1.1848 0.35
H -1.6750 1.4757 -0.0058 0.44
H 1.8220 0.0188 -2.0452 0.28
H 0.1507 1.9198 -1.1655 0.37
H 0.5828 1.7170 0.2749 0.33
H 3.4730 -0.3255 1.3207 0.38

(Q)
17
Properties=species:S:1:pos:R:3:mulliken_charge:R:1 method="wB97M-V/def2-TZVPD" lumo_energy_ev=-4.401 total_charge=+1 homo_lumo_gap_ev=9.9
C -1.9114 0.9902 -2.1593 -0.26
C 2.1997 -0.9471 1.2807 -0.86
C -1.0610 0.3717 0.0057 -0.99
C -0.0447 -0.6056 0.3708 0.17
N -0.9529 1.0416 -1.3289 0.43
N 1.1477 -0.2917 0.5026 0.39
O 0.0691 1.7870 -1.5170 -0.59
O 1.6030 0.8456 0.0711 -0.47
H -1.8199 1.7500 -2.8689 0.34
H -2.6864 0.4152 -1.9169 0.23
H 3.1528 -0.2584 1.3437 0.33
H 2.3216 -1.9148 0.8331 0.35
H 1.7064 -1.0167 2.2107 0.37
H -0.9109 1.2827 0.7088 0.40
H -2.0450 -0.1183 0.1485 0.37
H 1.0004 1.5004 -0.6007 0.43
H -0.4518 -1.4842 0.8842 0.37

(R)
17
Properties=species:S:1:pos:R:3:mulliken_charge:R:1 method="wB97M-V/def2-TZVPD" lumo_energy_ev=-3.922 total_charge=+1 homo_lumo_gap_ev=10.1
O 2.0942 0.3061 -1.5806 -0.45
C 1.0791 0.5595 -1.0305 -0.05
C 0.1851 -0.5644 -0.6842 -0.09
C -0.4021 -0.6864 0.7258 -0.65
C -1.1146 0.6306 1.0527 0.38
N -2.2990 0.6438 1.7391 -0.40
O -0.5830 1.6803 0.7697 -0.56
N 1.1340 -1.8957 -0.9429 -0.40
H 0.9106 1.5914 -0.8956 0.58
H -0.6358 -0.7986 -1.4715 0.33
H -1.1485 -1.5740 0.8166 0.40
H 0.3022 -0.9286 1.5403 0.38
H -2.8409 1.4611 1.8087 0.26
H -2.9126 -0.1407 1.7714 0.22
H 0.7480 -2.6707 -0.4375 0.31
H 2.0656 -1.5340 -0.6633 0.37
H 1.0919 -2.1696 -1.9370 0.36

(S)
17
Properties=species:S:1:pos:R:3:mulliken_charge:R:1 method="wB97M-V/def2-TZVPD" lumo_energy_ev=-3.803 total_charge=+1 homo_lumo_gap_ev=9.8
N -0.4606 -1.1243 -2.3957 -0.32
C 0.1390 -0.2758 -1.3180 -0.83
C -0.6639 -0.6548 -0.0778 0.75
N -0.4298 -0.1282 1.1474 -0.18
C 0.2527 1.1879 1.3237 -0.26
C 1.1120 1.2282 2.5734 -0.07
O 1.2255 2.2832 3.1319 -0.40
O -1.4533 -1.5868 -0.2059 -0.66
H -0.4425 -2.1240 -2.1515 0.37
H -1.4783 -1.0127 -2.4516 0.36
H 0.0589 -1.0069 -3.2569 0.34
H 1.1865 -0.5349 -1.2003 0.37
H -0.0561 0.7560 -1.6003 0.42
H -0.8817 -0.5607 1.9237 0.25
H -0.5300 1.9433 1.3024 0.30
H 0.8397 1.3391 0.4172 0.24
H 1.5819 0.2713 2.8383 0.35

Name the most stable of them. (S).